Version A
{"formula": "C2H9NO2", "method": "ωB97M-V with the def2-TZVPD basis set", "e_lumo_ev": 0.69, "spin_multiplicity": 1, "smiles": "C=NC.O.O", "e_homo_ev": -9.8270, "total_charge": 0, "elements": ["C", "C", "N", "H", "H", "H", "H", "H", "H", "H", "O", "H", "H", "O"], "coordinates": [[-0.494, -1.314, 0.664], [-2.335, 0.011, 1.296], [-1.149, 0.067, 0.854], [-1.202, -2.042, 0.073], [0.414, -1.179, -0.020], [-0.178, -1.737, 1.582], [-2.745, 0.794, 1.974], [-2.992, -0.967, 1.070], [2.087, 0.209, -1.257], [2.795, -1.221, -1.493], [2.887, -0.335, -1.066], [-0.308, 1.105, -0.799], [0.184, 2.494, -1.382], [0.483, 1.572, -1.119]], "nbo_charge": [-0.449, -0.027, -0.451, 0.181, 0.214, 0.213, 0.188, 0.133, 0.500, 0.465, -0.967, 0.493, 0.482, -0.974]}

Version B
{"formula": "C2H9NO2", "method": "ωB97M-V with the def2-TZVPD basis set", "e_lumo_ev": 0.75, "spin_multiplicity": 1, "smiles": "NCO.CO", "e_homo_ev": -9.8335, "total_charge": 0, "elements": ["C", "O", "H", "H", "H", "H", "N", "C", "O", "H", "H", "H", "H", "H"], "coordinates": [[-1.591, -1.195, 1.381], [-0.967, -0.842, 2.640], [-1.191, -0.713, 0.515], [-2.488, -0.733, 1.653], [-1.443, -2.218, 1.252], [-1.011, 0.111, 2.802], [1.915, 0.146, -1.893], [1.106, 0.951, -1.098], [-0.335, 0.810, -1.059], [2.116, -0.735, -1.522], [1.835, 0.216, -2.908], [1.271, 2.081, -1.373], [1.332, 0.706, -0.015], [-0.550, 1.415, -0.376]], "nbo_charge": [-0.263, -0.743, 0.182, 0.178, 0.185, 0.457, -0.841, 0.086, -0.748, 0.375, 0.379, 0.142, 0.155, 0.455]}

Version C
{"formula": "C2H9NO2", "method": "ωB97M-V with the def2-TZVPD basis set", "e_lumo_ev": 0.87, "spin_multiplicity": 1, "smiles": "CNCO.O", "e_homo_ev": -9.1470, "total_charge": 0, "elements": ["C", "N", "C", "O", "H", "H", "H", "H", "H", "H", "H", "H", "H", "O"], "coordinates": [[0.716, 1.405, -0.794], [-0.625, 0.775, -0.522], [-0.903, 0.652, 0.867], [-0.170, -0.453, 1.486], [0.780, 2.306, -0.203], [0.674, 1.723, -1.836], [1.421, 0.586, -0.693], [-0.844, -0.007, -1.091], [-0.662, 1.551, 1.422], [-1.933, 0.321, 0.971], [0.738, -0.193, 1.571], [0.175, -2.235, -0.155], [0.318, -1.610, -1.570], [0.796, -2.106, -0.906]], "nbo_charge": [-0.441, -0.642, 0.079, -0.762, 0.204, 0.202, 0.200, 0.355, 0.164, 0.177, 0.462, 0.489, 0.456, -0.944]}

Which of them is most stable? Easy: version C.

Version A
{"formula": "C5H5ClO2", "method": "ωB97M-V with the def2-TZVPD basis set", "e_lumo_ev": 0.57, "spin_multiplicity": 1, "smiles": "O[C@@H]1C=C(Cl)[C@H]2O[C@@H]12", "e_homo_ev": -9.6541, "total_charge": 0, "elements": ["C", "C", "C", "C", "C", "H", "H", "H", "H", "H", "O", "O", "Cl"], "coordinates": [[-0.838, -0.471, -0.104], [-0.464, 0.787, -0.804], [0.752, 1.076, -0.420], [1.214, 0.270, 0.747], [0.203, -0.729, 0.913], [-1.572, -1.646, -1.600], [-1.793, -0.205, 0.433], [-1.228, 1.235, -1.575], [2.300, 0.218, 0.947], [0.314, -1.752, 1.330], [-0.878, -1.593, -0.829], [0.209, 0.324, 1.741], [1.781, 2.485, -0.779]], "nbo_charge": [0.052, -0.223, -0.002, -0.013, 0.061, 0.484, 0.159, 0.238, 0.222, 0.207, -0.707, -0.456, -0.023]}

Version B
{"formula": "C5H5ClO2", "method": "ωB97M-V with the def2-TZVPD basis set", "e_lumo_ev": 0.62, "spin_multiplicity": 1, "smiles": "COC(=O)C#CCCl", "e_homo_ev": -10.2042, "total_charge": 0, "elements": ["O", "Cl", "C", "C", "O", "C", "C", "C", "H", "H", "H", "H", "H"], "coordinates": [[-0.129, 1.725, 1.386], [1.861, -2.836, -1.745], [0.774, 0.052, 0.032], [1.594, -0.841, -0.069], [-1.446, 0.626, -0.104], [-0.342, 0.917, 0.451], [2.558, -1.949, -0.404], [-2.533, 1.467, 0.082], [2.803, -2.572, 0.383], [3.532, -1.532, -0.640], [-2.606, 1.595, 1.161], [-2.617, 2.484, -0.371], [-3.451, 0.863, -0.161]], "nbo_charge": [-0.579, -0.009, -0.112, 0.061, -0.456, 0.737, -0.454, -0.283, 0.238, 0.243, 0.204, 0.208, 0.202]}

Which of them is most stable? Easy: version B.